No. 1
A 2-piece molecular cluster, C3H10NO overall, computed with ωB97M-V/def2-TZVPD.

orbital gap	10.88	eV
highest occupied orbital energy	-15.843	eV
energy relative to the best compared isomer or geometry (same formula, charge and spin)	84.5	kJ/mol
net charge	+1

Positions of all 15 atoms, in Å:
C -1.58622 -0.65243 -0.69473
C -0.51414 0.37598 -0.41451
C 1.61611 -0.18435 -1.29494
N 0.85497 -0.20399 -0.27936
H -1.27734 -1.33201 -1.50088
H -1.87994 -1.24266 0.17221
H -2.43844 -0.19733 -1.18116
H -0.55402 1.22279 -1.09202
H -0.66622 0.83760 0.54941
H 2.66239 -0.45407 -1.22838
H 1.16707 -0.00622 -2.25125
H 1.11784 -0.46349 0.67341
H 0.54735 1.55534 3.05904
H 0.35388 -0.02345 2.98480
O 0.59672 0.76828 2.49836

Atom charges from the Mulliken analysis, given in e for atoms 1 to 8: C -0.982; C -0.517; C -0.134; N 0.097; H 0.322; H 0.325; H 0.327; H 0.420

No. 2
One molecule with the formula C2H4N2O, computed with ωB97M-V/def2-TZVPD.

SMILES string	C=NNC=O
orbital gap	10.67	eV
highest occupied orbital energy	-9.864	eV
energy relative to the best compared isomer or geometry (same formula, charge and spin)	164.6	kJ/mol

Positions of all 9 atoms, in Å:
C -1.34564 -0.80348 0.03146
N -1.17191 0.48368 -0.22426
N 0.13438 0.89702 0.05565
C 1.30368 0.22493 -0.06029
O 1.54240 -0.92511 -0.13818
H -2.43227 -1.14403 -0.11464
H -0.54376 -1.51211 0.35541
H 0.28878 1.86941 0.00085
H 2.22435 0.90968 0.09400

Atom charges from the Mulliken analysis, given in e for atoms 1 to 8: C -0.243; N -0.485; N 0.070; C 0.101; O -0.470; H 0.252; H 0.260; H 0.249